Entry 1:
{
  "formula": "C20H22N4O5",
  "method": "ωB97M-V/def2-TZVPD",
  "energy_ev": -37293.9222,
  "de_lowest_kcal_mol": 84.3,
  "species": ["C", "H", "H", "H", "O", "C", "C", "C", "C", "C", "C", "O", "C", "H", "H", "H", "H", "C", "C", "N", "N", "C", "C", "C", "C", "C", "C", "C", "O", "H", "H", "O", "C", "C", "O", "N", "H", "N", "H", "H", "H", "H", "H", "H", "H", "C", "H", "H", "H", "H", "H"],
  "xyz": [[-3.2431, 2.1745, 2.5415], [-4.0397, 2.6288, 1.9429], [-3.6399, 1.9003, 3.5177], [-2.4280, 2.8940, 2.6697], [-2.7850, 0.9749, 1.9688], [-2.1967, 1.0292, 0.7388], [-2.0445, 2.1673, -0.0334], [-1.3601, 2.1204, -1.2407], [-0.8288, 0.9267, -1.6952], [-1.0413, -0.2387, -0.9542], [-1.7061, -0.2015, 0.2514], [-1.9149, -1.2852, 1.0573], [-1.4396, -2.5368, 0.6253], [-0.3532, -2.5289, 0.4808], [-1.9234, -2.8484, -0.3059], [-1.7029, -3.2363, 1.4175], [-0.6532, -1.1684, -1.3357], [0.0707, 0.8365, -2.8442], [-0.0401, 1.2699, -4.1503], [1.0945, 0.8653, -4.7732], [1.9293, 0.2095, -3.9638], [1.3349, 0.1770, -2.7864], [1.8647, -0.4274, -1.5602], [2.1379, -1.7876, -1.4693], [2.4317, -2.3758, -0.2569], [2.4601, -1.6028, 0.9050], [2.2471, -0.2362, 0.8245], [1.9560, 0.3514, -0.4000], [1.7754, 1.6949, -0.4092], [1.5538, 1.9841, -1.3044], [2.2744, 0.4095, 1.6861], [2.6868, -2.2769, 2.0743], [2.8172, -1.5215, 3.2582], [1.5150, -0.8681, 3.7351], [1.4927, 0.1723, 4.3672], [0.4146, -1.5649, 3.4165], [0.4811, -2.4683, 2.9710], [-0.8648, -1.2258, 3.9037], [-1.4536, -0.9134, 3.1264], [-0.7214, -0.4315, 4.5287], [3.1412, -2.2364, 4.0215], [3.5845, -0.7450, 3.1615], [2.6267, -3.4336, -0.1820], [2.0909, -2.3875, -2.3653], [1.3435, 1.0037, -5.7395], [-1.1193, 2.0102, -4.8497], [-2.0102, 2.0280, -4.2278], [-0.8147, 3.0380, -5.0512], [-1.3588, 1.5351, -5.8001], [-1.2127, 3.0309, -1.8024], [-2.4285, 3.1144, 0.3097]]
}

Entry 2:
{
  "formula": "C15H22GaN5O6S",
  "method": "ωB97M-V/def2-TZVPD",
  "total_charge": 2,
  "energy_ev": -98845.2706,
  "de_lowest_kcal_mol": 0.0,
  "species": ["Ga", "C", "N", "C", "C", "O", "C", "O", "C", "C", "O", "N", "C", "C", "H", "H", "H", "H", "H", "H", "H", "H", "H", "H", "H", "H", "H", "H", "H", "H", "N", "C", "N", "C", "C", "C", "C", "C", "C", "S", "H", "H", "H", "H", "H", "H", "O", "N", "O", "O"],
  "xyz": [[-0.0050, 0.8306, -0.8464], [3.6316, -1.3857, 0.9309], [2.9029, -1.8727, -0.2473], [3.5279, -3.0002, -0.9430], [1.7898, -1.3136, -0.6312], [1.2869, -0.3326, -0.0009], [1.0442, -1.8275, -1.8579], [-0.1522, -1.0697, -1.9975], [-1.4047, -1.7236, -1.8398], [-2.2357, -0.9055, -0.8619], [-1.7018, 0.1108, -0.3204], [-3.4573, -1.2666, -0.5845], [-4.2756, -0.5224, 0.3824], [-4.0846, -2.4620, -1.1592], [3.8713, -2.2380, 1.5639], [3.0223, -0.6770, 1.4792], [4.5559, -0.9096, 0.6064], [3.4636, -3.8940, -0.3236], [4.5765, -2.7624, -1.1120], [3.0638, -3.1904, -1.9050], [0.8215, -2.8903, -1.7618], [1.6462, -1.6716, -2.7538], [-1.2814, -2.7370, -1.4505], [-1.8946, -1.7789, -2.8126], [-3.6819, 0.2474, 0.8601], [-4.6499, -1.2202, 1.1294], [-5.1171, -0.0716, -0.1413], [-3.7113, -2.6708, -2.1577], [-5.1529, -2.2784, -1.2345], [-3.9211, -3.3240, -0.5123], [0.0793, 4.1115, -1.1616], [0.2459, 3.6127, 0.0649], [0.0839, 2.3297, 0.3841], [0.2605, 2.1248, 1.7760], [0.0802, 0.9357, 2.4700], [0.3003, 0.9304, 3.8371], [0.6918, 2.0861, 4.5112], [0.8576, 3.2772, 3.8289], [0.6308, 3.2767, 2.4605], [0.7029, 4.6385, 1.3718], [-0.4534, 3.6017, -1.8506], [0.2013, 5.0996, -1.3137], [-0.2367, 0.0335, 1.9662], [0.1573, 0.0141, 4.3934], [0.8548, 2.0562, 5.5793], [1.1440, 4.1819, 4.3474], [0.6960, 1.9891, -4.2111], [0.5028, 1.6430, -3.1057], [-0.6707, 1.6868, -2.5328], [1.3941, 1.1782, -2.3125]]
}

Entry 3:
{
  "formula": "C19H22N2Ru",
  "method": "ωB97M-V/def2-TZVPD",
  "total_charge": 2,
  "spin_multiplicity": 5,
  "energy_ev": -25600.2822,
  "de_lowest_kcal_mol": 0.0,
  "species": ["C", "C", "H", "H", "H", "H", "H", "H", "C", "C", "C", "C", "H", "H", "H", "H", "N", "C", "C", "N", "C", "C", "C", "H", "H", "C", "H", "H", "Ru", "C", "H", "H", "H", "C", "C", "C", "C", "C", "C", "H", "H", "H", "H", "H"],
  "xyz": [[-0.9179, 1.5285, 2.2230], [1.2087, 3.1629, 0.3663], [-1.8892, 1.8846, 1.8549], [-0.4935, 2.4202, 2.7156], [-1.1050, 0.7612, 2.9998], [1.4951, 3.4397, -0.6559], [0.3978, 3.8373, 0.6762], [2.0461, 3.4438, 1.0249], [-2.7717, 0.7356, -0.1044], [-3.8361, 0.1703, -0.7929], [-3.6229, -0.3855, -2.0523], [-2.3307, -0.3670, -2.5555], [-2.9592, 1.1812, 0.8661], [-4.8112, 0.1861, -0.3158], [-4.4337, -0.8240, -2.6369], [-2.1069, -0.7954, -3.5271], [-1.5176, 0.7330, -0.5791], [-1.2788, 0.1824, -1.7997], [0.1144, 0.0482, -2.2498], [1.0988, 0.4182, -1.4003], [2.3796, 0.1879, -1.7173], [1.7458, -0.7652, -3.8361], [2.7424, -0.3911, -2.9336], [3.1322, 0.4622, -0.9806], [3.7970, -0.5397, -3.1467], [0.4209, -0.5486, -3.4881], [-0.3911, -0.8333, -4.1531], [1.9823, -1.2120, -4.8032], [0.3434, 1.3845, 0.7150], [2.2860, 1.0939, 1.2102], [3.0134, 1.7194, 0.6623], [2.5743, 0.0363, 1.0887], [2.3554, 1.3383, 2.2836], [-0.0403, -3.2230, 2.7673], [-0.4050, -2.9923, 1.4401], [-0.2085, -1.7174, 0.8557], [0.3126, -0.6865, 1.6054], [0.7162, -0.9097, 2.9272], [0.5290, -2.1788, 3.5134], [-0.1951, -4.2107, 3.2151], [-0.8478, -3.7821, 0.8255], [-0.4904, -1.5537, -0.1805], [1.1452, -0.0932, 3.5146], [0.8159, -2.3468, 4.5580]]
}